Computed, not measured: an isolated molecule of H8N2OSi2 in a non-equilibrium geometry, with ωB97M-V/def2-TZVPD.

Its multiplicity is 1. As for the structure (SMILES): N[SiH](N)O[SiH3]. For the energy, the calculation gives -768.5925 Ha. The net charge is 0. As for the HOMO energy: -9.0 eV. For the energy above the lowest of the compared OMol25 structures with the same formula, charge and spin, the calculation gives 102.8 kJ/mol.

Each atom is followed by the atoms it is bonded to, with distances in Å.
Geometry (Å):
1 N -0.6569 -1.6232 -1.0349  Si2 1.670, H6 1.032, H7 1.029
2 Si 0.0938 -0.1333 -1.1128  N1 1.670, N3 2.074, O4 1.669, H8 1.460
3 N -1.6048 1.0533 -1.2120  Si2 2.074, H9 0.990, H10 1.046
4 O 0.8471 0.5766 0.1969  Si2 1.669, Si5 1.585
5 Si 1.2971 0.4754 1.7128  O4 1.585, H11 1.589, H12 1.430, H13 1.416
6 H -1.1760 -1.8256 -0.1666  N1 1.032
7 H -0.1074 -2.3936 -1.4396  N1 1.029
8 H 0.9750 0.5781 -2.0345  Si2 1.460
9 H -1.5730 1.7110 -0.4729  N3 0.990
10 H -2.3897 0.4425 -0.8873  N3 1.046
11 H 2.1709 -0.7897 2.1129  Si5 1.589
12 H 0.0546 0.2892 2.3952  Si5 1.430
13 H 2.0693 1.6394 1.9427  Si5 1.416

Atom charges from the Mulliken analysis, given in e for atoms 1 to 8: N -0.47; Si 0.48; N -0.69; O -0.01; Si 0.25; H 0.25; H 0.24; H -0.10